[1]
{"formula": "C36H44ClFeGeO2", "method": "wB97M-V/def2-TZVPD", "symbols": ["Fe", "C", "C", "C", "C", "C", "C", "C", "C", "C", "C", "C", "C", "C", "C", "C", "C", "C", "H", "H", "H", "H", "H", "H", "H", "H", "H", "H", "H", "H", "H", "H", "H", "H", "H", "H", "H", "H", "H", "H", "H", "H", "H", "H", "H", "H", "H", "Cl", "C", "C", "C", "C", "O", "C", "C", "O", "C", "H", "H", "H", "H", "Ge", "C", "C", "C", "C", "C", "C", "C", "C", "C", "C", "C", "C", "H", "H", "H", "H", "H", "H", "H", "H", "H", "H", "H"], "positions_angstrom": [[0.44, -0.81, -0.23], [-1.78, -2.42, -0.06], [-2.14, -1.45, 0.91], [-1.12, -1.50, 1.95], [-0.22, -2.53, 1.58], [-0.62, -3.11, 0.34], [0.16, -4.17, -0.38], [1.57, -3.57, -0.62], [0.28, -5.41, 0.52], [-0.47, -4.54, -1.72], [-0.87, -0.70, 3.21], [0.46, -1.12, 3.85], [-1.97, -0.98, 4.25], [-0.75, 0.80, 2.87], [-3.49, -0.78, 0.83], [-4.49, -1.76, 1.50], [-3.61, 0.59, 1.49], [-3.90, -0.60, -0.65], [-2.38, -2.68, -0.91], [0.54, -2.94, 2.21], [2.02, -3.21, 0.31], [1.50, -2.74, -1.34], [2.22, -4.33, -1.04], [0.83, -5.20, 1.42], [0.79, -6.20, -0.02], [-0.71, -5.77, 0.79], [-0.61, -3.66, -2.34], [-1.43, -5.02, -1.57], [0.18, -5.23, -2.24], [0.43, -2.15, 4.20], [0.64, -0.49, 4.72], [1.28, -0.98, 3.15], [-1.98, -2.04, 4.49], [-2.96, -0.69, 3.92], [-1.75, -0.43, 5.16], [-0.67, 0.96, 1.79], [0.14, 1.21, 3.33], [-1.59, 1.38, 3.24], [-4.26, -1.90, 2.55], [-4.47, -2.73, 1.01], [-5.49, -1.35, 1.41], [-3.39, 0.55, 2.55], [-4.64, 0.95, 1.39], [-2.95, 1.31, 1.01], [-4.09, -1.54, -1.15], [-3.13, -0.05, -1.20], [-4.82, -0.03, -0.69], [-2.46, 4.67, -4.79], [-1.72, 3.70, -3.59], [-1.27, 4.28, -2.40], [-0.64, 3.51, -1.45], [-0.42, 2.14, -1.64], [0.28, 1.45, -0.75], [-0.91, 1.53, -2.83], [-0.74, 0.12, -3.08], [-0.29, -0.71, -2.30], [-1.55, 2.34, -3.79], [-1.39, 5.33, -2.24], [-0.29, 3.95, -0.53], [-1.07, -0.21, -4.08], [-1.91, 1.89, -4.71], [1.99, 2.17, 0.07], [2.97, 0.46, -0.22], [3.47, -0.20, 0.91], [4.36, -1.25, 0.77], [4.78, -1.64, -0.49], [4.27, -1.02, -1.62], [3.36, 0.03, -1.49], [2.39, 3.91, -0.76], [2.18, 5.05, 0.01], [2.45, 6.30, -0.51], [2.93, 6.41, -1.81], [3.15, 5.28, -2.58], [2.88, 4.02, -2.05], [1.53, 2.30, 1.52], [3.21, 0.18, 1.90], [4.75, -1.73, 1.65], [5.53, -2.41, -0.59], [4.60, -1.32, -2.60], [3.00, 0.54, -2.37], [1.82, 4.95, 1.03], [2.29, 7.18, 0.09], [3.14, 7.39, -2.22], [3.53, 5.37, -3.58], [3.05, 3.14, -2.65]], "lowdin_charge": [1.041, 0.004, -0.075, -0.095, -0.024, -0.194, -0.543, -0.029, -0.009, -0.026, -0.514, -0.054, -0.011, -0.028, -0.519, 0.001, -0.029, -0.031, 0.122, 0.118, 0.078, 0.075, 0.111, 0.088, 0.101, 0.101, 0.081, 0.101, 0.099, 0.095, 0.101, 0.070, 0.102, 0.062, 0.103, 0.052, 0.076, 0.087, 0.082, 0.096, 0.103, 0.054, 0.103, 0.087, 0.085, 0.079, 0.099, 0.746, -0.653, -0.036, -0.006, -0.304, -0.277, -0.120, -0.133, -0.040, -0.025, 0.125, 0.111, 0.154, 0.125, 1.151, -0.347, -0.131, -0.055, -0.038, -0.048, -0.106, -0.334, -0.128, -0.052, -0.042, -0.053, -0.101, 0.013, 0.098, 0.122, 0.125, 0.122, 0.109, 0.102, 0.118, 0.119, 0.117, 0.100], "spin_multiplicity": 6, "total_charge": 2, "s_squared": 8.769, "e_above_lowest_kcal_mol": 12.0, "homo_energy_ev": [-13.9, -13.9], "homo_lumo_gap_ev": [7.87, 5.90]}

***

[2]
{"formula": "C36H44InN2Si", "method": "wB97M-V/def2-TZVPD", "symbols": ["C", "C", "C", "H", "C", "C", "H", "H", "H", "H", "In", "C", "H", "H", "H", "Si", "C", "C", "H", "C", "H", "C", "H", "C", "H", "C", "H", "C", "C", "H", "C", "H", "C", "H", "C", "H", "C", "H", "H", "H", "C", "C", "C", "C", "C", "C", "C", "N", "C", "C", "C", "C", "C", "C", "C", "N", "C", "C", "C", "C", "H", "H", "H", "H", "H", "H", "H", "H", "H", "H", "H", "H", "H", "H", "H", "H", "H", "H", "H", "H", "H", "H", "H", "H"], "positions_angstrom": [[0.95, 1.73, -0.69], [-0.01, 2.29, -1.58], [-1.18, 2.60, -0.82], [0.16, 2.47, -2.64], [-0.91, 2.28, 0.55], [0.39, 1.72, 0.62], [0.86, 1.42, 1.54], [1.95, 1.39, -0.92], [-2.09, 3.01, -1.26], [-1.63, 2.42, 1.34], [-1.18, -2.44, -0.64], [-1.22, -2.07, -2.81], [-1.33, -0.96, -2.57], [-0.04, -2.75, -2.91], [-1.70, -2.49, -3.73], [0.46, 0.01, -4.68], [2.14, -0.11, -5.40], [2.94, 1.00, -5.17], [2.51, 1.96, -4.88], [4.31, 0.91, -5.36], [4.95, 1.76, -5.13], [4.88, -0.31, -5.75], [5.96, -0.42, -5.74], [4.07, -1.42, -5.98], [4.54, -2.38, -6.26], [2.70, -1.33, -5.79], [2.05, -2.16, -6.01], [-0.79, 1.22, -5.17], [-0.52, 2.12, -6.19], [0.32, 1.92, -6.87], [-1.45, 3.10, -6.51], [-1.23, 3.84, -7.31], [-2.66, 3.16, -5.80], [-3.26, 4.07, -5.88], [-2.93, 2.27, -4.74], [-3.81, 2.43, -4.10], [-2.00, 1.29, -4.44], [-2.26, 0.51, -3.72], [0.68, 0.25, -3.30], [-0.05, -1.20, -4.84], [-2.98, 0.81, 5.55], [-3.81, 0.88, 4.25], [-5.13, 0.12, 4.46], [-4.13, 2.35, 3.93], [-3.11, 0.24, 3.07], [-3.74, 0.18, 1.80], [-3.17, -0.59, 0.80], [-1.98, -1.22, 0.98], [-1.30, -1.08, 2.15], [-1.84, -0.34, 3.21], [0.07, -1.56, 2.05], [1.00, -1.49, 3.10], [2.35, -1.79, 2.87], [2.77, -1.88, 1.53], [1.82, -2.03, 0.52], [0.49, -1.96, 0.81], [3.34, -2.07, 4.00], [4.09, -3.37, 3.67], [4.35, -0.93, 4.09], [2.64, -2.24, 5.34], [-3.58, 1.24, 6.37], [-2.05, 1.40, 5.45], [-2.75, -0.23, 5.81], [-5.67, 0.52, 5.32], [-5.79, 0.19, 3.59], [-4.93, -0.94, 4.67], [-3.21, 2.92, 3.77], [-4.77, 2.46, 3.05], [-4.66, 2.81, 4.77], [-4.69, 0.71, 1.61], [-3.66, -0.70, -0.18], [-1.15, -0.26, 4.06], [0.60, -1.23, 4.08], [3.82, -1.94, 1.27], [2.09, -2.19, -0.53], [4.70, -3.29, 2.77], [4.76, -3.63, 4.51], [3.38, -4.20, 3.54], [3.85, 0.02, 4.34], [5.06, -1.15, 4.90], [4.92, -0.80, 3.16], [2.19, -1.30, 5.68], [1.86, -3.01, 5.29], [3.37, -2.55, 6.09]], "lowdin_charge": [-0.066, -0.094, -0.081, 0.090, -0.066, -0.122, 0.088, 0.108, 0.096, 0.094, 0.859, -0.323, -0.053, 0.094, 0.004, 0.682, -0.322, -0.123, 0.104, -0.084, 0.107, -0.079, 0.105, -0.088, 0.116, -0.102, 0.094, -0.328, -0.103, 0.110, -0.076, 0.114, -0.081, 0.107, -0.088, 0.111, -0.116, 0.084, -0.014, -0.062, -0.052, -0.566, -0.039, -0.039, -0.136, 0.013, -0.087, -0.039, -0.193, 0.075, -0.203, 0.068, -0.127, 0.018, -0.071, -0.022, -0.567, -0.041, -0.034, -0.056, 0.098, 0.093, 0.093, 0.096, 0.086, 0.098, 0.090, 0.083, 0.097, 0.133, 0.123, 0.116, 0.115, 0.122, 0.127, 0.082, 0.096, 0.100, 0.094, 0.096, 0.089, 0.085, 0.096, 0.095], "total_charge": 1, "e_above_lowest_kcal_mol": 0.0, "homo_energy_ev": [-10.6, -9.0], "homo_lumo_gap_ev": [6.71, 4.87]}

***

[3]
{"formula": "C36H44MnN2O3PSSb", "method": "wB97M-V/def2-TZVPD", "symbols": ["Mn", "N", "C", "C", "O", "N", "C", "C", "O", "O", "H", "H", "H", "H", "H", "H", "S", "Sb", "C", "C", "C", "C", "C", "C", "C", "C", "C", "C", "C", "C", "C", "C", "C", "C", "C", "C", "H", "H", "H", "H", "H", "H", "H", "H", "H", "H", "H", "H", "H", "H", "H", "C", "C", "C", "C", "P", "C", "C", "C", "C", "C", "C", "C", "C", "C", "C", "H", "H", "H", "H", "H", "H", "H", "H", "H", "H", "H", "H", "H", "H", "H", "H", "H", "H", "H", "H", "H", "H", "H"], "positions_angstrom": [[0.63, 0.59, 1.47], [-0.28, 0.81, 3.35], [-0.52, 2.26, 3.58], [0.45, 3.09, 2.76], [0.52, 4.28, 2.82], [1.24, 2.29, 1.94], [2.13, 2.93, 1.00], [2.11, 2.11, -0.28], [2.64, 2.39, -1.31], [1.39, 0.96, -0.15], [-1.15, 0.30, 3.45], [0.34, 0.45, 4.07], [-0.42, 2.52, 4.64], [-1.53, 2.51, 3.27], [3.15, 2.91, 1.38], [1.86, 3.98, 0.81], [-1.46, 0.86, 0.69], [-1.39, 1.73, -1.54], [-0.61, 3.65, -1.39], [-1.19, 4.45, -0.40], [-0.75, 5.76, -0.25], [0.25, 6.25, -1.08], [0.81, 5.45, -2.07], [0.39, 4.14, -2.23], [-3.43, 1.84, -1.91], [-4.39, 1.51, -0.96], [-5.73, 1.62, -1.28], [-6.11, 2.05, -2.54], [-5.15, 2.38, -3.49], [-3.81, 2.28, -3.18], [-0.61, 0.36, -2.88], [0.67, 0.47, -3.42], [1.08, -0.49, -4.34], [0.24, -1.53, -4.69], [-1.03, -1.64, -4.13], [-1.47, -0.69, -3.23], [-1.97, 4.07, 0.24], [-1.18, 6.38, 0.51], [0.59, 7.27, -0.96], [1.58, 5.85, -2.72], [0.83, 3.53, -3.01], [-4.11, 1.18, 0.03], [-6.49, 1.37, -0.55], [-7.16, 2.14, -2.79], [-5.45, 2.72, -4.47], [-3.07, 2.54, -3.93], [1.35, 1.25, -3.12], [2.07, -0.41, -4.78], [0.57, -2.27, -5.41], [-1.68, -2.45, -4.42], [-2.47, -0.75, -2.82], [2.54, -3.83, -0.16], [2.24, -2.32, -0.13], [1.49, -1.98, -1.42], [3.55, -1.54, -0.05], [1.13, -1.89, 1.30], [-0.25, -3.05, 1.18], [-1.38, -2.70, 0.44], [-2.41, -3.61, 0.26], [-2.33, -4.88, 0.82], [-1.21, -5.24, 1.55], [-0.17, -4.34, 1.72], [1.99, -2.12, 2.96], [2.84, -0.87, 3.23], [0.88, -2.27, 4.02], [2.95, -3.31, 3.10], [3.25, -4.01, -0.96], [1.64, -4.41, -0.38], [2.97, -4.21, 0.76], [2.08, -2.36, -2.26], [1.36, -0.91, -1.55], [0.51, -2.47, -1.46], [4.08, -1.65, -1.00], [4.21, -1.91, 0.73], [3.40, -0.47, 0.10], [-1.45, -1.72, -0.02], [-3.28, -3.33, -0.32], [-3.14, -5.58, 0.68], [-1.13, -6.23, 1.97], [0.70, -4.65, 2.27], [2.36, 0.10, 3.02], [3.76, -0.88, 2.64], [3.12, -0.84, 4.28], [0.03, -1.60, 3.86], [1.30, -2.07, 5.01], [0.47, -3.28, 4.03], [3.77, -3.26, 2.40], [2.46, -4.28, 3.00], [3.37, -3.27, 4.10]], "lowdin_charge": [0.540, -0.058, -0.111, -0.495, 0.134, -0.068, -0.069, -0.532, 0.140, -0.262, 0.102, 0.102, 0.146, 0.126, 0.158, 0.141, 0.429, 1.521, -0.364, -0.126, -0.052, -0.037, -0.042, -0.111, -0.376, -0.129, -0.055, -0.043, -0.050, -0.110, -0.363, -0.121, -0.057, -0.044, -0.052, -0.117, 0.102, 0.122, 0.122, 0.123, 0.101, 0.065, 0.117, 0.120, 0.120, 0.111, 0.090, 0.124, 0.122, 0.119, 0.105, -0.059, -0.649, -0.084, -0.062, 1.154, -0.352, -0.120, -0.056, -0.045, -0.042, -0.089, -0.654, -0.085, -0.079, -0.068, 0.105, 0.089, 0.064, 0.104, 0.046, 0.082, 0.105, 0.075, 0.066, 0.031, 0.112, 0.118, 0.120, 0.090, 0.040, 0.083, 0.105, 0.055, 0.103, 0.083, 0.074, 0.075, 0.107], "spin_multiplicity": 4, "total_charge": 2, "s_squared": 4.077, "homo_energy_ev": [-14.3, -14.5], "homo_lumo_gap_ev": [5.58, 7.93]}